Entry 1:
Entry from the OMol25 dataset: a structure of composition C35H68DyN5PS4Si2 in a non-equilibrium geometry (ωB97M-V/def2-TZVPD).

The geometry in ORCA input format:
```
! RIJCOSX wB97M-V def2-TZVPD def2/J DEFGRID3
* xyz 1 6
Dy -1.069 0.819 0.471
C -5.144 1.995 1.034
C -4.410 2.703 2.149
S -2.689 3.205 1.802
C -2.974 4.611 0.625
C -3.104 4.267 -0.843
S -1.607 3.410 -1.486
C -2.244 2.991 -3.157
C -2.161 1.513 -3.483
S -2.866 0.361 -2.263
C -4.645 0.836 -2.155
C -5.236 0.080 -0.981
S -4.366 0.389 0.603
H -5.188 2.600 0.132
H -6.161 1.765 1.354
H -4.315 2.052 3.015
H -4.954 3.604 2.429
H -2.110 5.260 0.772
H -3.870 5.136 0.952
H -3.225 5.183 -1.424
H -3.959 3.618 -1.027
H -1.623 3.536 -3.870
H -3.266 3.363 -3.232
H -1.119 1.196 -3.526
H -2.632 1.327 -4.449
H -5.143 0.541 -3.079
H -4.730 1.914 -2.027
H -5.151 -0.993 -1.146
H -6.285 0.336 -0.832
C 2.568 0.447 1.852
Si 1.122 1.322 2.718
C 0.796 2.896 1.599
C 1.773 2.139 4.323
C -0.557 0.400 2.838
C -1.196 0.982 4.048
C -0.771 0.582 5.324
C -1.372 1.085 6.452
C -2.382 2.029 6.295
C -2.714 2.405 5.010
N -2.161 1.887 3.915
Si -1.043 -1.446 2.848
C 0.099 -2.763 3.637
C -2.747 -1.606 3.723
C -1.526 -2.024 1.058
H 3.352 1.157 1.602
H 2.239 -0.021 0.924
H 3.011 -0.304 2.493
H 1.659 3.557 1.634
H -0.053 3.471 1.972
H 0.639 2.644 0.534
H 2.614 2.794 4.114
H 2.104 1.408 5.050
H 1.003 2.740 4.795
H 0.027 -0.137 5.399
H -1.071 0.761 7.437
H -2.884 2.461 7.145
H -3.466 3.166 4.847
H 0.501 -2.436 4.590
H 0.938 -2.993 2.993
H -0.439 -3.690 3.816
H -3.056 -2.644 3.788
H -3.530 -1.065 3.195
H -2.709 -1.222 4.736
H -0.822 -1.687 0.284
H -2.542 -1.709 0.789
H -1.524 -3.109 1.011
N 0.387 -0.081 -0.907
P 1.476 -0.992 -1.500
N 2.831 -0.123 -2.068
C 3.949 -0.674 -2.804
C 5.258 -0.007 -2.350
C 5.012 1.476 -2.050
C 3.839 1.977 -2.885
C 2.553 1.245 -2.482
N 2.238 -2.254 -0.636
C 3.547 -2.228 -0.009
C 3.513 -2.869 1.376
C 3.147 -4.354 1.270
C 2.187 -4.586 0.095
C 1.377 -3.322 -0.165
N 0.864 -1.964 -2.768
C 1.522 -3.045 -3.459
C 1.745 -2.694 -4.931
C 0.415 -2.336 -5.585
C -0.276 -1.224 -4.797
C -0.414 -1.657 -3.336
H 3.813 -0.485 -3.878
H 4.001 -1.749 -2.655
H 6.000 -0.124 -3.142
H 5.641 -0.504 -1.461
H 5.905 2.063 -2.265
H 4.764 1.612 -0.996
H 4.059 1.802 -3.940
H 3.703 3.051 -2.752
H 1.845 1.269 -3.327
H 2.072 1.751 -1.639
H 3.888 -1.192 0.046
H 4.271 -2.790 -0.617
H 2.775 -2.351 1.989
H 4.486 -2.752 1.856
H 2.684 -4.673 2.206
H 4.046 -4.952 1.127
H 1.516 -5.418 0.313
H 2.748 -4.843 -0.805
H 0.876 -3.041 0.769
H 0.605 -3.499 -0.917
H 0.891 -3.948 -3.399
H 2.467 -3.261 -2.962
H 2.212 -3.535 -5.448
H 2.419 -1.838 -4.995
H -0.225 -3.219 -5.591
H 0.572 -2.025 -6.618
H -1.257 -1.012 -5.226
H 0.331 -0.316 -4.845
H -1.075 -2.538 -3.276
H -0.839 -0.869 -2.705
*
```

Values from the calculation:
F_max = 2.5 eV Å⁻¹
Calculated total energy = -5046.269666 hartree
Expectation value of S² = 9.297

Entry 2:
Entry from the OMol25 dataset: a cluster of 5 separate species, C35H69F3N2O17PS3 in total in a non-equilibrium geometry (ωB97M-V/def2-TZVPD).

The geometry in ORCA input format:
```
! RIJCOSX wB97M-V def2-TZVPD def2/J DEFGRID3
* xyz 1 1
C -6.663 0.834 2.042
O -6.321 2.211 2.048
C -4.911 2.349 2.150
C -4.420 3.665 1.525
C -3.228 3.461 0.559
C -1.959 4.275 0.781
O -2.130 5.310 1.705
C -0.974 5.683 2.428
C -1.643 6.294 3.712
O -2.879 5.716 4.021
N -3.668 6.667 4.845
O -4.782 6.479 4.681
C -0.244 6.955 1.876
S 1.245 7.283 0.851
O 0.725 7.937 -0.314
O 2.170 7.939 1.721
C -0.253 4.253 2.560
P 1.587 4.423 2.959
O 2.426 4.370 1.763
O 1.912 3.310 4.031
O 1.791 5.786 3.727
S -1.043 3.174 3.950
O -0.324 1.944 3.999
O -2.444 3.086 3.698
C -0.813 3.898 5.708
F 0.225 4.746 5.790
F -1.935 4.501 6.097
F -0.585 2.815 6.453
N -0.624 3.601 1.205
C -0.669 2.066 1.169
C 0.658 1.335 1.332
C 0.333 -0.133 1.535
C -0.370 -0.838 0.571
C -0.683 -2.164 0.775
C -0.312 -2.802 1.942
C 0.404 -2.110 2.896
C 0.717 -0.781 2.697
C 0.285 3.953 0.052
S -0.204 3.330 -1.606
O -0.263 4.503 -2.418
O 0.664 2.235 -1.896
H -6.164 0.318 2.866
H -7.743 0.749 2.127
H -6.359 0.382 1.093
H -4.457 1.487 1.643
H -4.633 2.289 3.204
H -5.259 4.081 0.972
H -4.209 4.339 2.350
H -3.065 2.391 0.459
H -3.595 3.767 -0.424
H -1.764 4.834 -0.138
H -0.953 6.317 4.563
H -1.829 7.336 3.449
H -1.035 7.502 1.360
H 0.021 7.576 2.734
H 1.776 6.104 0.479
H 2.806 3.473 4.381
H 1.037 6.193 4.168
H -1.420 1.699 1.863
H -1.089 1.783 0.206
H 1.270 1.433 0.434
H 1.223 1.666 2.196
H -0.669 -0.369 -0.360
H -1.237 -2.712 0.024
H -0.563 -3.840 2.109
H 0.706 -2.600 3.811
H 1.271 -0.244 3.455
H 0.272 5.024 -0.101
H 1.305 3.624 0.197
H -1.467 2.867 -1.434
C 3.347 -1.589 -1.002
C 3.571 -2.094 0.414
O 2.838 -3.260 0.731
C 3.115 -4.397 -0.074
C 4.556 -4.865 -0.021
H 2.285 -1.399 -1.173
H 3.898 -0.660 -1.158
H 3.685 -2.305 -1.753
H 3.229 -1.344 1.131
H 4.640 -2.246 0.602
H 2.818 -4.210 -1.112
H 2.461 -5.183 0.305
H 5.245 -4.111 -0.407
H 4.665 -5.765 -0.626
H 4.854 -5.097 1.003
C -7.499 1.783 -1.520
C -6.622 3.018 -1.558
O -5.423 2.894 -2.313
C -5.591 2.596 -3.693
C -6.387 3.636 -4.460
H -6.953 0.923 -1.131
H -8.344 1.989 -0.862
H -7.900 1.510 -2.496
H -6.293 3.243 -0.545
H -7.204 3.881 -1.899
H -6.038 1.604 -3.815
H -4.580 2.538 -4.096
H -7.412 3.718 -4.099
H -6.428 3.366 -5.515
H -5.921 4.619 -4.370
C 3.512 -10.603 -0.574
C 3.348 -9.248 -1.240
O 4.499 -8.426 -1.170
C 5.676 -8.922 -1.782
C 5.510 -9.128 -3.276
H 3.795 -10.482 0.473
H 2.574 -11.155 -0.620
H 4.277 -11.209 -1.060
H 2.567 -8.681 -0.732
H 3.024 -9.369 -2.280
H 6.033 -9.830 -1.283
H 6.431 -8.154 -1.609
H 4.767 -9.885 -3.525
H 6.448 -9.434 -3.740
H 5.184 -8.190 -3.727
C 5.783 -5.299 -4.586
C 4.543 -5.378 -3.713
O 3.908 -4.128 -3.489
C 3.443 -3.450 -4.643
C 2.413 -4.225 -5.447
H 6.509 -4.609 -4.154
H 6.245 -6.282 -4.671
H 5.554 -4.954 -5.596
H 4.816 -5.739 -2.721
H 3.824 -6.100 -4.117
H 4.284 -3.156 -5.281
H 2.997 -2.528 -4.268
H 2.822 -5.150 -5.855
H 2.065 -3.620 -6.285
H 1.557 -4.484 -4.823
*
```

Values from the calculation:
F_max = 1.7 eV Å⁻¹
Calculated total energy = -4598.547415 hartree
Relative energy (zero: lowest compared OMol25 entry of this formula, charge and spin) = 0.000 eV

Entry 3:
Entry from the OMol25 dataset: a cluster of 12 separate species, C35H70B2F23N5O15 in total in a non-equilibrium geometry (ωB97M-V/def2-TZVPD).

The geometry in ORCA input format:
```
! RIJCOSX wB97M-V def2-TZVPD def2/J DEFGRID3
* xyz -1 2
C -4.287 5.833 -0.900
C -4.223 4.745 -1.903
O -4.445 4.894 -3.076
N -3.825 3.406 -1.340
H -3.207 3.025 -2.043
H -3.310 3.495 -0.477
C -4.993 2.454 -1.293
H -3.265 6.049 -0.588
H -4.782 5.456 -0.006
H -4.700 6.787 -1.227
H -4.533 1.618 -0.767
H -5.394 2.187 -2.270
H -5.710 2.999 -0.678
C -1.265 -2.352 -0.725
C -0.502 -1.011 -0.915
O 0.703 -0.908 -1.060
N -1.306 0.191 -0.788
H -1.081 0.872 -1.499
H -2.225 -0.113 -1.078
C -1.116 0.801 0.670
H -2.129 -2.518 -1.369
H -1.532 -2.519 0.319
H -0.607 -3.203 -0.903
H -0.248 1.455 0.758
H -1.052 -0.075 1.315
H -1.995 1.438 0.766
C -4.082 2.121 3.381
C -3.818 3.335 4.304
O -3.695 3.180 5.487
N -3.780 4.722 3.644
H -3.347 4.647 2.735
H -4.751 4.977 3.533
C -2.926 5.743 4.513
H -3.182 1.894 2.809
H -4.964 2.261 2.756
H -4.289 1.230 3.974
H -2.828 6.711 4.022
H -1.937 5.305 4.647
H -3.392 5.863 5.492
C -3.646 -4.999 -3.610
C -2.960 -5.842 -4.676
O -1.791 -5.625 -5.109
N -3.807 -6.968 -5.237
H -3.660 -7.756 -4.623
H -4.763 -6.649 -5.313
C -3.433 -7.383 -6.670
H -2.925 -4.217 -3.373
H -3.842 -5.591 -2.715
H -4.626 -4.603 -3.876
H -4.082 -8.189 -7.013
H -2.425 -7.790 -6.597
H -3.446 -6.516 -7.331
C 4.114 0.074 -1.036
C 5.144 -0.745 -0.294
O 5.233 -1.924 -0.511
N 5.912 -0.041 0.832
H 6.748 0.354 0.424
H 5.369 0.713 1.229
C 6.223 -1.053 1.953
H 3.949 -0.301 -2.046
H 4.581 1.051 -1.157
H 3.196 0.230 -0.469
H 7.207 -1.434 1.682
H 5.559 -1.917 1.979
H 6.156 -0.477 2.876
C 3.539 1.558 3.477
O 4.182 1.120 4.692
O 4.569 1.914 2.577
C 2.654 0.383 2.947
F 3.222 -0.837 3.008
F 1.521 0.248 3.755
F 2.069 0.546 1.718
C 3.470 1.022 5.873
C 4.401 0.552 6.999
H 5.096 1.364 7.214
H 3.875 0.254 7.906
H 4.908 -0.400 6.839
H 2.604 0.363 5.813
H 3.069 1.966 6.243
H 2.983 2.493 3.555
C -0.923 4.487 1.269
O -0.576 4.303 2.622
O -2.280 4.029 1.113
C -0.718 6.013 1.003
F -1.541 6.780 1.795
F 0.555 6.393 1.221
F -0.985 6.491 -0.211
C -0.065 3.118 3.140
C 0.090 3.338 4.674
H 0.807 2.698 5.189
H 0.422 4.337 4.957
H -0.848 3.175 5.205
H 0.840 2.867 2.587
H -0.660 2.213 3.009
H -0.200 4.014 0.605
C -0.525 3.135 -3.364
O -0.526 2.939 -4.788
O -1.639 2.376 -2.901
C 0.918 2.975 -2.666
F 1.559 1.896 -3.190
F 1.798 3.980 -2.864
F 0.759 2.707 -1.394
C 0.503 3.435 -5.608
C -0.108 3.201 -6.924
H 0.559 3.456 -7.747
H -0.467 2.182 -7.065
H -0.994 3.836 -6.964
H 1.473 2.952 -5.489
H 0.739 4.482 -5.419
H -0.732 4.190 -3.185
C 4.509 -4.389 -5.301
O 3.408 -3.840 -4.569
O 3.836 -4.838 -6.506
C 5.707 -3.366 -5.394
F 6.706 -3.724 -6.238
F 5.381 -2.125 -5.732
F 6.327 -3.150 -4.270
C 3.514 -3.837 -3.155
C 2.112 -3.256 -2.742
H 1.936 -2.277 -3.188
H 1.337 -3.875 -3.195
H 1.982 -3.182 -1.662
H 4.196 -3.144 -2.662
H 3.605 -4.823 -2.701
H 4.923 -5.254 -4.783
C 0.811 -5.684 3.124
O 0.989 -4.807 4.230
O -0.388 -6.355 3.442
C 0.760 -4.981 1.666
F 0.804 -3.626 1.648
F 1.686 -5.548 0.947
F -0.316 -5.313 0.998
C 2.179 -4.108 4.525
C 1.898 -3.025 5.550
H 1.303 -3.314 6.416
H 2.829 -2.521 5.811
H 1.238 -2.378 4.972
H 2.544 -3.612 3.625
H 2.962 -4.720 4.973
H 1.569 -6.459 3.231
B -3.651 -0.826 -3.116
F -3.917 -0.545 -1.808
F -4.321 -1.983 -3.487
F -4.066 0.316 -3.822
F -2.339 -1.045 -3.289
B -3.478 -1.649 2.324
F -3.802 -1.068 1.149
F -2.513 -0.917 3.004
F -4.635 -1.748 3.094
F -2.988 -2.940 2.122
*
```

Values from the calculation:
F_max = 6.6 eV Å⁻¹
Calculated total energy = -5124.674233 hartree
Expectation value of S² = 0.754

The lowest F_max belongs to which entry?
C35H69F3N2O17PS3

Which of these has the highest calculated total energy?
C35H69F3N2O17PS3

Which of these has the lowest F_max?
C35H69F3N2O17PS3